## P
Molecular formula: C3H6O2
Method: DFT, wB97M-V/def2-TZVPD

The value obtained for the highest occupied orbital energy is -0.37033 Ha. As for the SMILES: O[C@H]1CCO1. The LUMO energy comes out at 0.0376 Eh.

Cartesian coordinates (Å):
O (1.110, -0.498, 0.381)
C (0.838, 0.891, 0.115)
C (-0.541, 0.551, -0.461)
C (-0.121, -0.910, -0.209)
O (-0.883, -1.678, 0.657)
H (-0.725, -1.321, 1.542)
H (1.556, 1.313, -0.598)
H (0.852, 1.489, 1.033)
H (-0.713, 0.832, -1.502)
H (-1.397, 0.854, 0.146)
H (0.025, -1.524, -1.104)

***

## Q
Molecular formula: C3H6O2
Method: DFT, wB97M-V/def2-TZVPD

The value obtained for the highest occupied orbital energy is -0.35090 Ha. As for the SMILES: C[C@H](O)C=O. The LUMO energy comes out at 0.0227 Eh.

Cartesian coordinates (Å):
C (-1.025, -0.270, -0.523)
C (-0.053, 0.250, 0.173)
C (1.279, -0.643, 0.649)
H (-1.709, 0.550, -0.661)
H (-0.734, -0.948, -1.365)
H (-1.544, -1.035, 0.211)
H (-0.284, 0.717, 1.113)
H (0.025, 1.983, -0.344)
H (2.204, -0.021, 0.564)
O (0.602, 1.223, -0.713)
O (1.237, -1.805, 0.895)

***

Quick one: least stable of them? Q

***

## P
Molecular formula: C3H6O2
Method: DFT, wB97M-V/def2-TZVPD

The value obtained for the highest occupied orbital energy is -0.34449 Ha. As for the SMILES: OC[C@H]1CO1. The LUMO energy comes out at 0.0288 Eh.

Cartesian coordinates (Å):
O (0.902, 0.371, 1.698)
C (0.718, -0.610, 0.714)
C (-0.455, -0.596, -0.188)
C (-0.860, 0.661, -0.796)
O (0.194, 0.228, -1.568)
H (0.609, 1.220, 1.345)
H (1.199, -0.366, -0.264)
H (1.035, -1.574, 1.116)
H (-0.817, -1.549, -0.547)
H (-0.714, 1.565, -0.198)
H (-1.810, 0.651, -1.311)

***

## Q
Molecular formula: C3H6O2
Method: DFT, wB97M-V/def2-TZVPD

The value obtained for the highest occupied orbital energy is -0.38099 Ha. As for the SMILES: CC(=O)CO. The LUMO energy comes out at 0.0316 Eh.

Cartesian coordinates (Å):
C (1.231, 0.025, 0.908)
C (0.035, -0.469, 0.136)
O (-0.300, -1.638, 0.143)
C (-0.780, 0.525, -0.670)
O (-1.767, -0.119, -1.408)
H (0.984, 0.074, 1.974)
H (1.566, 1.013, 0.582)
H (2.044, -0.695, 0.797)
H (-0.102, 1.088, -1.328)
H (-1.217, 1.256, 0.032)
H (-1.693, -1.059, -1.165)

***

Quick one: least stable of them? P

***

## P
Molecular formula: C3H6O2
Method: DFT, wB97M-V/def2-TZVPD

The value obtained for the highest occupied orbital energy is -0.34034 Ha. The LUMO energy comes out at 0.0146 Eh.

Cartesian coordinates (Å):
O (-2.268, 1.098, -0.494)
C (-1.758, 0.710, 0.650)
C (0.784, -1.063, -0.189)
C (1.625, 0.137, 0.152)
O (2.515, 0.135, 0.968)
H (-2.946, 0.452, -0.758)
H (-0.154, -1.011, 0.385)
H (-1.001, 1.511, 0.854)
H (0.526, -1.062, -1.253)
H (1.311, -1.981, 0.081)
H (1.368, 1.073, -0.396)

***

## Q
Molecular formula: C3H6O2
Method: DFT, wB97M-V/def2-TZVPD

The value obtained for the highest occupied orbital energy is -0.37281 Ha. As for the SMILES: CO[C@H]1CO1. The LUMO energy comes out at 0.0406 Eh.

Cartesian coordinates (Å):
C (1.200, 1.221, 0.519)
O (0.214, 0.712, -0.359)
C (-0.387, -0.439, 0.081)
C (-1.308, -1.103, -0.824)
O (-0.016, -1.650, -0.535)
H (0.740, 1.604, 1.442)
H (1.951, 0.463, 0.777)
H (1.687, 2.048, 0.000)
H (-2.162, -1.661, -0.442)
H (-0.502, -0.508, 1.166)
H (-1.415, -0.688, -1.825)

***

## R
Molecular formula: C3H6O2
Method: DFT, wB97M-V/def2-TZVPD

The value obtained for the highest occupied orbital energy is -0.34759 Ha. The LUMO energy comes out at 0.0282 Eh.

Cartesian coordinates (Å):
C (1.416, 0.725, 0.398)
C (0.404, -0.149, -0.327)
C (-0.908, -0.750, 0.171)
O (1.608, -0.665, -0.113)
O (-1.951, 0.212, 0.233)
H (1.892, 1.491, -0.145)
H (1.184, 0.856, 1.486)
H (0.420, 0.399, -2.011)
H (-0.708, -0.872, 1.341)
H (-1.321, -1.708, -0.336)
H (-2.036, 0.462, -0.698)

***

Quick one: least stable of them? R

***

## P
Molecular formula: C3H6O2
Method: DFT, wB97M-V/def2-TZVPD

The value obtained for the highest occupied orbital energy is -0.33913 Ha. As for the SMILES: O[C@@H]1C[C@@H]1O. The LUMO energy comes out at 0.0268 Eh.

Cartesian coordinates (Å):
C (0.412, -0.083, 0.609)
C (0.260, 0.919, -0.460)
C (-1.022, 0.256, 0.312)
H (1.781, -0.929, -0.434)
H (0.928, 0.022, 1.657)
H (0.509, 2.047, -0.564)
H (0.547, 0.514, -1.450)
H (-1.481, 0.653, 1.152)
H (-1.027, -1.335, -0.494)
O (0.833, -1.295, -0.093)
O (-1.739, -0.769, -0.234)

***

## Q
Molecular formula: C3H6O2
Method: DFT, wB97M-V/def2-TZVPD

The value obtained for the highest occupied orbital energy is -0.38880 Ha. As for the SMILES: CCC(=O)O. The LUMO energy comes out at 0.0301 Eh.

Cartesian coordinates (Å):
O (-0.498, -1.102, -1.471)
C (0.211, -0.212, -1.082)
O (0.767, 0.676, -1.920)
C (0.508, 0.084, 0.358)
C (-0.722, 0.020, 1.239)
H (0.542, 0.425, -2.830)
H (1.066, 1.013, 0.464)
H (1.314, -0.590, 0.662)
H (-0.741, -0.949, 1.764)
H (-1.673, -0.066, 0.731)
H (-0.775, 0.703, 2.085)

***

Quick one: least stable of them? P